This record from OMol25 describes 2 unconnected molecules or ions with the total composition C6H16. The level of theory is ωB97M-V with the def2-TZVPD basis set.

Properties
SMILES   CC(C)C.CC
HOMO energy   -11.180 eV
Electronic energy   -6481.079 eV
LUMO energy   1.1 eV
Orbital gap   12.31 eV

The geometry in ORCA input format:
```
! RIJCOSX wB97M-V def2-TZVPD def2/J DEFGRID3
* xyz 0 1
C -0.18086 1.16987 -0.40921
C -1.15689 0.38521 -1.28535
C 1.22713 0.61798 -0.52949
C -0.19936 2.65788 -0.80877
H -0.50201 1.11742 0.62952
H -0.76912 0.19997 -2.28345
H 1.60668 0.62766 -1.55779
H 1.94691 1.24452 0.00579
H 1.44320 -0.38347 -0.17526
H -0.19490 2.75841 -1.89747
H -1.03392 3.16725 -0.32278
H -2.06108 0.99965 -1.36832
H -1.58745 -0.52364 -0.85921
H 0.71863 3.11889 -0.44078
C 0.06506 -2.56527 0.77162
C 0.23235 -1.99444 2.18275
H -0.99148 -2.50672 0.49487
H 0.51551 -1.91517 0.02709
H 0.28153 -3.63360 0.71735
H 1.28168 -2.05267 2.47407
H -0.11809 -2.75179 2.90224
H -0.28199 -1.04303 2.26970
*
```



This record from OMol25 describes 2 unconnected molecules or ions with the total composition C6H16. The level of theory is ωB97M-V with the def2-TZVPD basis set.

Properties
HOMO energy (alpha / beta)   -15.118 / -15.087 eV
Electronic energy   -6470.203 eV
LUMO energy (alpha / beta)   -2.9 / -10.2 eV
Orbital gap (alpha / beta)   12.18 / 4.85 eV

The geometry in ORCA input format:
```
! RIJCOSX wB97M-V def2-TZVPD def2/J DEFGRID3
* xyz 1 2
C -0.92548 0.72231 0.03939
C -2.24628 0.64943 0.76155
C -1.11185 1.15382 -1.40694
C 0.07314 1.47075 0.95517
H -0.56358 -0.34665 -0.02251
H -2.06394 0.56174 1.83359
H -0.66195 2.13875 -1.59716
H -0.68074 0.51748 -2.17652
H -2.17277 1.20862 -1.66087
H 1.13473 1.26796 0.78969
H -0.01345 2.52403 0.66915
H -2.77350 -0.20712 0.25732
H -3.17063 1.27186 0.72375
H -0.11324 1.23549 1.99582
C 1.46377 -2.10100 0.33761
C 2.55023 -1.68178 -0.64360
H 0.99918 -1.35744 1.00267
H 0.62642 -2.58155 -0.16848
H 1.89886 -2.83110 1.02425
H 2.24840 -0.89376 -1.33768
H 3.52232 -1.40753 -0.24653
H 2.70719 -2.57831 -1.24935
*
```



This record from OMol25 describes a molecular structure, C6H16BN. The level of theory is ωB97M-V with the def2-TZVPD basis set.

Properties
HOMO energy   -9.612 eV
Electronic energy   -8646.410 eV
LUMO energy   0.9 eV
Orbital gap   10.49 eV

The geometry in ORCA input format:
```
! RIJCOSX wB97M-V def2-TZVPD def2/J DEFGRID3
* xyz 0 1
B 0.60386 1.68283 0.81825
C 2.47260 -1.21165 0.89709
C 2.67523 -0.10192 -1.36356
C -2.44740 -0.08192 -1.24176
C -3.77787 1.96150 -0.76189
C 1.72715 -0.47458 -0.21855
C -2.90769 1.04610 -0.37748
N 1.11717 0.68143 0.29324
H 0.13480 2.62005 1.26981
H 0.20093 -3.04608 3.93955
H 2.91538 -2.12774 0.51564
H 3.26225 -0.57673 1.29906
H 1.78786 -1.45872 1.70591
H 2.13643 0.45431 -2.12881
H 3.09317 -0.99999 -1.81012
H 3.48306 0.52172 -0.98889
H -2.95537 -0.06671 -2.20510
H -1.37088 -0.01043 -1.40504
H -2.64845 -1.03417 -0.74958
H -4.09592 2.75852 -0.11122
H -4.21157 1.94623 -1.74919
H 0.34274 -2.41453 4.37298
H 0.93819 -1.13381 -0.61432
H -2.47567 1.06628 0.61398
*
```



This record from OMol25 describes a molecular structure, C6H16BiO4PS4SbTe. The level of theory is ωB97M-V with the def2-TZVPD basis set.

Properties
HOMO energy   -4.991 eV
Electronic energy   -86977.801 eV
LUMO energy   1.8 eV
Orbital gap   6.77 eV

The geometry in ORCA input format:
```
! RIJCOSX wB97M-V def2-TZVPD def2/J DEFGRID3
* xyz -1 1
Bi -0.22487 0.00664 -2.01802
S -3.48739 3.73364 -3.65064
Sb -2.62302 1.65634 -3.34284
S -2.20281 1.40719 -0.97510
S -0.37623 1.49286 -4.19690
S -3.70094 -0.35976 -3.94515
C 0.69664 3.72260 0.75695
C 0.88283 2.53012 1.71593
O 2.18628 1.90496 1.41601
P 2.22142 0.95394 0.07612
O 1.33411 1.40648 -1.11009
Te 4.58479 0.80720 -0.26193
O 1.54938 -0.48796 0.43319
C 2.13943 -1.24664 1.53890
C 1.74149 -2.70900 1.33191
H 0.11250 4.50271 1.17946
H 0.16837 3.34825 -0.15725
H 1.68720 4.15719 0.52007
H 0.11912 1.74317 1.59344
H 0.95068 2.81647 2.77076
H 1.74471 -0.82557 2.47721
H 3.22862 -1.08970 1.49789
H 0.70951 -2.89418 1.49194
H 2.33869 -3.34582 1.98620
H 2.04498 -2.99368 0.27631
C -2.33238 -1.88165 0.72449
C -2.10742 -2.39096 -0.69264
O -0.64809 -2.49467 -0.86311
H -3.39262 -1.68384 0.89352
H -1.73968 -0.97431 0.93031
H -2.01040 -2.66118 1.46615
H -2.53894 -1.69711 -1.41515
H -2.58279 -3.37739 -0.84680
H -0.47317 -3.07637 -1.60113
*
```



This record from OMol25 describes 3 unconnected molecules or ions with the total composition C6H16Br2O2. The level of theory is ωB97M-V with the def2-TZVPD basis set.

Properties
SMILES   BrCCBr.CCO.CCO
HOMO energy   -10.358 eV
Electronic energy   -150660.050 eV
LUMO energy   0.3 eV
Orbital gap   10.67 eV

The geometry in ORCA input format:
```
! RIJCOSX wB97M-V def2-TZVPD def2/J DEFGRID3
* xyz 0 1
Br 27.60409 14.19570 4.99761
C 27.35386 14.24616 6.99879
C 26.79993 15.59932 7.39487
Br 26.69552 15.51607 9.43697
H 28.32163 14.09605 7.47734
H 26.64491 13.48340 7.32078
H 25.87456 15.93223 6.92480
H 27.50958 16.36479 7.08094
C 22.77462 12.05467 7.50007
C 23.24397 12.68495 6.22042
O 22.30670 13.61050 5.67574
H 22.35441 12.79685 8.17881
H 23.72917 11.79065 7.95532
H 22.00621 11.28617 7.41629
H 23.38655 11.96773 5.41211
H 24.18912 13.22731 6.24611
H 21.67710 13.20397 5.07579
C 19.57753 8.35057 7.28788
C 18.13271 8.68700 6.96412
O 17.21843 7.96353 7.80816
H 19.76945 7.32172 6.98338
H 19.95091 8.49686 8.30142
H 20.29003 9.02934 6.81913
H 17.79329 8.27899 6.01205
H 17.93887 9.75696 7.03953
H 16.71656 8.58654 8.33881
*
```



This record from OMol25 describes a single C6H16Cl2Si2 molecule. The level of theory is ωB97M-V with the def2-TZVPD basis set.

Properties
SMILES   C[Si](C)(Cl)CC[Si](C)(C)Cl
HOMO energy   -10.242 eV
Electronic energy   -47285.645 eV
LUMO energy   0.7 eV
Orbital gap   10.95 eV

The geometry in ORCA input format:
```
! RIJCOSX wB97M-V def2-TZVPD def2/J DEFGRID3
* xyz 0 1
Cl 2.18548 1.09633 2.23505
Cl -1.50640 2.90272 -1.49669
C 3.44205 -1.18995 0.09455
C 0.76592 -1.69291 1.18141
C -3.32628 0.26596 -0.98951
C -1.53307 1.47044 1.23441
C 1.11255 0.46878 -0.87054
C -0.28751 -0.04706 -1.31940
Si 1.85231 -0.32975 0.60431
Si -1.65471 1.01928 -0.58863
H 4.20190 -0.69473 0.63097
H 3.43526 -2.15967 0.48196
H 3.64711 -1.12515 -0.98823
H 0.73291 -2.48315 0.45665
H -0.20380 -1.32444 1.49700
H 1.09812 -2.23781 2.07637
H -3.97526 1.11240 -1.16931
H -3.80825 -0.29183 -0.19877
H -3.43447 -0.36560 -1.87437
H -1.77071 0.63761 1.89781
H -0.54282 1.88328 1.37565
H -2.22311 2.21818 1.41911
H 1.80862 0.29805 -1.75792
H 0.94885 1.51982 -0.54344
H -0.50422 0.15970 -2.38685
H -0.46048 -1.11050 -1.00160
*
```



This record from OMol25 describes a molecular structure, C6H16ClNO2P. The level of theory is ωB97M-V with the def2-TZVPD basis set.

Properties
HOMO energy   -13.583 eV
Electronic energy   -33871.480 eV
LUMO energy   -3.3 eV
Orbital gap   10.30 eV

The geometry in ORCA input format:
```
! RIJCOSX wB97M-V def2-TZVPD def2/J DEFGRID3
* xyz 1 1
C 0.71132 -1.94947 -1.23738
C -0.29310 -1.81231 1.08465
C 2.81289 0.87834 0.82825
C 1.13128 2.50867 -0.33296
C 0.82738 -1.26307 0.16096
C 1.50944 1.20224 0.22769
N 0.75180 0.19408 -0.00715
O -1.81611 0.95427 -0.88584
O -4.07773 1.54054 0.15847
P -2.73625 0.66463 0.26779
Cl -3.98915 -1.62997 -0.53140
H -0.31511 -1.71730 -1.57464
H 1.49059 -1.42135 -2.01065
H 0.86695 -2.98877 -1.15278
H -1.10227 -1.77361 0.41211
H -0.57251 -1.41747 2.04816
H -0.09699 -2.82086 1.19362
H 2.80037 -0.02202 1.59030
H 3.68373 0.71235 0.07453
H 3.05018 1.75197 1.48763
H 0.04108 2.35343 -0.81357
H 1.60394 2.88874 -1.15590
H 1.35101 3.17812 0.51309
H 1.80386 -1.57554 0.58036
H -5.18518 -1.15539 0.02132
H -0.14595 0.53148 -0.46635
H -4.10550 2.18825 -0.48032
*
```



This record from OMol25 describes a molecular structure, C6H16FNO9RbS2. The level of theory is ωB97M-V with the def2-TZVPD basis set.

Properties
HOMO energy   -4.784 eV
Electronic energy   -51441.088 eV
LUMO energy   2.2 eV
Orbital gap   6.94 eV

The geometry in ORCA input format:
```
! RIJCOSX wB97M-V def2-TZVPD def2/J DEFGRID3
* xyz -1 1
Rb 1.23487 -0.25670 0.93961
N -1.26566 0.44609 -1.62549
O -2.49940 0.44752 -1.75449
O -0.68533 -0.58388 -1.17401
O -0.60321 1.48760 -1.79983
F 2.12040 2.41487 1.36171
O 1.02728 -4.09084 -2.26132
S 1.88610 -3.02501 -1.90656
O 1.98753 -2.61751 -0.53981
O 3.32909 -3.47192 -2.41237
C 4.44576 -2.73297 -1.89497
C 5.68858 -3.29548 -2.53158
C 1.57157 -1.61634 -2.90385
H 4.49610 -2.83588 -0.80761
H 4.35762 -1.66012 -2.08843
H 6.57702 -2.74986 -2.21452
H 5.61139 -3.18372 -3.61595
H 5.82360 -4.34834 -2.29270
H 2.18513 -0.79491 -2.54113
H 0.50999 -1.39337 -2.89671
H 1.91653 -1.85378 -3.91107
O -1.11927 2.44423 3.39315
S -1.81550 1.71818 2.38816
O -1.36390 0.45051 1.93191
O -3.32044 1.47566 2.87456
C -3.91511 2.54000 3.63784
C -5.41069 2.44096 3.44810
C -2.01358 2.73391 0.97837
H -3.57575 3.52154 3.29939
H -3.63227 2.43914 4.68549
H -5.76890 1.43392 3.67136
H -5.67151 2.61643 2.40077
H -5.97608 3.15953 4.04097
H -2.55056 3.63353 1.26720
H -2.58625 2.19446 0.22466
H -0.99515 2.91253 0.62918
*
```